# 1
C32H34IrSb | ωB97M-V/def2-TZVPD

For the total energy, the calculation gives -1583.74231 Eh. The lowest unoccupied orbital energy (alpha / beta) comes out at -2.754 / -6.190 eV. The value obtained for the largest force on an atom is 2.53 eV/Å. Its molecular weight is 732.6 g mol⁻¹.

```
! wB97M-V def2-TZVPD RIJCOSX def2/J DEFGRID3
* xyz 1 6
C 0.1036 -0.0254 -5.3901
C 0.6498 1.3522 -5.4772
C 0.8860 -1.0938 -6.0587
C -1.3651 -0.0800 -5.6174
H 0.7906 -1.0027 -7.1568
H 0.5299 -2.0908 -5.7846
H 1.9512 -1.0311 -5.8283
H 0.5417 1.7508 -6.5023
H 1.7115 1.3996 -5.2298
H 0.0939 2.0244 -4.8144
H -1.6077 0.1466 -6.6710
H -1.8737 0.6704 -5.0044
H -1.7816 -1.0651 -5.4006
C 2.4235 -0.6667 -0.9218
C 2.8567 -1.3039 -2.1298
C 2.5620 -0.4212 -3.2226
H 3.3186 -2.2855 -2.2118
C 1.9441 0.7656 -2.6808
C 1.8586 0.6068 -1.2644
H 1.4380 1.3321 -0.5706
H 2.5055 -1.0683 0.0862
H 2.7884 -0.6133 -4.2630
H 1.5958 1.6247 -3.2395
C -1.3244 -1.2061 -1.3310
C -0.5145 -2.3296 -0.9429
C -0.1435 -3.0425 -2.1320
H -0.2406 -2.5907 0.0763
C -0.7114 -2.3552 -3.2556
C -1.4530 -1.2214 -2.7491
H -2.0040 -0.4980 -3.3376
H -1.7602 -0.4657 -0.6606
H 0.4706 -3.9393 -2.1826
H -0.6084 -2.6442 -4.2963
Ir 0.6842 -1.0026 -2.2725
C -0.5957 3.5055 5.9338
C -0.4412 4.1833 4.7159
C -0.5471 3.4838 3.5049
C -0.7726 2.1072 3.5232
C -0.9607 1.4280 4.7279
C -0.8599 2.1313 5.9388
Sb -0.5523 1.0006 1.6373
C 1.4475 0.3739 2.3094
C 1.7028 -0.8957 2.8257
C 2.9014 -1.1233 3.5230
C 3.8387 -0.0938 3.6764
C 3.5929 1.1646 3.1085
C 2.3964 1.3957 2.4150
C -2.2656 -0.2768 2.1292
C -2.1556 -1.6105 2.5215
C -3.3034 -2.2945 2.9582
C -4.5474 -1.6511 2.9812
C -4.6515 -0.3187 2.5566
C -3.5092 0.3654 2.1170
H -0.5077 4.0485 6.8741
H -0.2410 5.2555 4.7037
H -0.4299 4.0153 2.5562
H -1.1703 0.3552 4.7462
H -0.9923 1.5966 6.8814
H 0.9749 -1.7020 2.7064
H 3.0901 -2.1089 3.9561
H 4.7667 -0.2756 4.2231
H 4.3226 1.9701 3.2165
H 2.2132 2.3856 1.9894
H -1.1892 -2.1205 2.5141
H -3.2185 -3.3354 3.2818
H -5.4350 -2.1845 3.3275
H -5.6178 0.1904 2.5673
H -3.5996 1.4046 1.7904
*
```

***

# 2
C32H35CrN4O4P2Se | ωB97M-V/def2-TZVPD

Its energy relative to the best compared isomer or geometry (same formula, charge and spin) is 0.000 eV. For the total energy, the calculation gives -5889.09441 Eh. The lowest unoccupied orbital energy (alpha / beta) comes out at -0.597 / -0.004 eV. The value obtained for the largest force on an atom is 0.15 eV/Å. Its molecular weight is 732.6 g mol⁻¹.

```
! wB97M-V def2-TZVPD RIJCOSX def2/J DEFGRID3
* xyz 0 2
Cr -2.1628 0.2487 3.3214
N -2.5445 -1.3602 1.9979
C -2.0640 -2.6173 2.5945
C -2.3930 -2.6273 4.0827
N -1.9979 -1.3601 4.7470
C -0.6750 -1.3639 5.3973
C 0.3907 -1.1751 4.3360
N -0.0463 -0.0690 3.4707
H -2.0818 -1.1998 1.1041
H -3.5432 -1.4286 1.8024
H -2.5225 -3.4921 2.1259
H -0.9903 -2.6774 2.4152
H -3.4718 -2.7282 4.1927
H -1.9226 -3.4825 4.5767
H -2.7014 -1.1390 5.4433
H -0.6554 -0.5176 6.0863
H -0.5132 -2.2822 5.9697
H 1.3593 -0.9741 4.7990
H 0.5033 -2.0731 3.7292
H 0.2003 0.8229 3.8962
H 0.4248 -0.1181 2.5646
O -1.9695 3.6074 1.4837
C -1.8271 2.7213 2.2707
O -1.9997 1.4225 1.9505
C -1.4279 2.8937 3.7698
O -0.9297 3.9189 4.1657
O -1.6828 1.8234 4.4598
Se -4.4684 0.5410 4.1048
C -5.2335 -0.9617 3.3595
N -5.6211 -1.9308 2.8611
C 2.4186 -0.2683 -1.0619
P 1.1426 0.0907 0.2256
C -0.3999 -0.4824 -0.5769
C -1.4993 0.3105 -0.8946
C -2.6625 -0.2708 -1.3879
C -2.7500 -1.6441 -1.5578
C -1.6664 -2.4480 -1.2229
C -0.5079 -1.8698 -0.7310
C 1.0819 1.9042 0.3600
C 1.5357 2.4353 1.5689
C 1.5299 3.8034 1.7979
C 1.0749 4.6597 0.8089
C 0.6404 4.1481 -0.4055
C 0.6446 2.7817 -0.6307
P 2.6170 0.8273 -2.5492
C 1.0385 0.5706 -3.4462
C 0.4048 1.6907 -3.9758
C -0.7996 1.5709 -4.6590
C -1.3777 0.3226 -4.8196
C -0.7439 -0.8065 -4.3127
C 0.4578 -0.6821 -3.6379
C 3.7231 -0.2493 -3.5520
C 4.7510 -0.9977 -2.9827
C 5.6291 -1.7230 -3.7775
C 5.5001 -1.7053 -5.1567
C 4.4875 -0.9537 -5.7376
C 3.6110 -0.2321 -4.9441
H 2.2901 -1.3151 -1.3551
H 3.3707 -0.2139 -0.5266
H -1.4750 1.3750 -0.7237
H -3.5085 0.3599 -1.6268
H -3.6606 -2.0881 -1.9379
H -1.7266 -3.5224 -1.3405
H 0.3271 -2.5071 -0.4558
H 1.9057 1.7679 2.3399
H 1.8484 4.1949 2.7543
H 1.0410 5.7252 0.9906
H 0.2776 4.8166 -1.1751
H 0.2891 2.3977 -1.5757
H 0.8613 2.6661 -3.8510
H -1.2820 2.4511 -5.0632
H -2.3194 0.2245 -5.3439
H -1.1911 -1.7834 -4.4429
H 0.9534 -1.5700 -3.2623
H 4.8829 -1.0226 -1.9085
H 6.4171 -2.3015 -3.3131
H 6.1835 -2.2713 -5.7756
H 4.3782 -0.9311 -6.8139
H 2.8223 0.3439 -5.4126
*
```

***

Q: molecular weight of number 2 (C32H35CrN4O4P2Se)?
A: 732.6 g mol⁻¹